Entry from the Open Molecules 2025 dataset: C4H4OS in the gas phase at a distorted geometry (wB97M-V/def2-TZVPD).

**Energy relative to the best compared isomer or geometry (same formula, charge and spin)**: 38.5 kcal per mole
**Strongest force on any atom**: 3.940 eV Å⁻¹
**Spin multiplicity**: 1

Positions of all 10 atoms, in Å:
C -0.59 -1.41 0.32
C 0.26 -0.21 0.11
S 1.32 0.20 1.34
C 0.03 0.87 -0.81
C 0.86 1.87 -0.47
O 1.37 2.88 -0.29
H -0.30 -2.01 1.12
H -0.64 -2.01 -0.63
H -1.63 -1.20 0.79
H -0.70 1.02 -1.48



Entry from the Open Molecules 2025 dataset: a molecular structure, C4H4OS at a distorted geometry (wB97M-V/def2-TZVPD).

**Energy relative to the best compared isomer or geometry (same formula, charge and spin)**: 61.4 kcal per mole
**Strongest force on any atom**: 3.648 eV Å⁻¹
**Spin multiplicity**: 1

Positions of all 10 atoms, in Å:
C 0.56 0.90 -0.48
C -0.04 -0.24 -0.05
C 1.83 0.24 -0.30
C -1.45 -0.43 0.19
O 0.84 -1.18 -0.08
S 3.36 0.12 0.12
H 0.32 1.89 -0.41
H -1.51 -1.24 0.85
H -2.13 -0.49 -0.57
H -1.78 0.44 0.74



Entry from the Open Molecules 2025 dataset: a molecular structure, C4H4P2 at a distorted geometry (wB97M-V/def2-TZVPD).

**Energy relative to the best compared isomer or geometry (same formula, charge and spin)**: 10.6 kcal per mole
**Strongest force on any atom**: 3.308 eV Å⁻¹
**Spin multiplicity**: 1

Positions of all 10 atoms, in Å:
C -0.89 -0.66 -0.99
C 0.25 0.20 -0.56
C 0.99 -0.47 0.59
C -0.18 1.06 0.62
P -1.79 -1.38 0.22
P -0.45 -0.39 1.72
H -1.09 -0.79 -2.04
H 0.82 0.65 -1.36
H 1.98 -0.16 0.89
H 0.37 1.93 0.91



Entry from the Open Molecules 2025 dataset: C4H4S2 in the gas phase at a distorted geometry (wB97M-V/def2-TZVPD).

**Energy relative to the best compared isomer or geometry (same formula, charge and spin)**: 54.5 kcal per mole
**Strongest force on any atom**: 7.927 eV Å⁻¹
**Spin multiplicity**: 1

Positions of all 10 atoms, in Å:
S 0.78 2.08 1.90
C -0.02 1.01 0.90
C 0.93 0.00 0.20
C 0.00 -0.72 -0.79
C -1.42 -0.39 -0.72
S -1.59 0.85 0.29
H 1.26 -0.67 1.07
H 2.01 0.36 -0.27
H 0.43 -1.66 -1.28
H -2.39 -0.86 -1.30



Look up the spin multiplicity of the second one.
1



The highest energy relative to the best compared isomer or geometry (same formula, charge and spin) belongs to which entry?
number 2